Here is a cluster of 21 separate species, C71H177N7O21 in total in a non-equilibrium geometry from the Open Molecules 2025 dataset. Energies are from ωB97M-V/def2-TZVPD.

Geometry as XYZ:
```
276
Properties=species:S:1:pos:R:3:mulliken_charge:R:1
C 26.05309 5.92402 17.29438 -0.11
O 25.80952 5.23253 16.04498 -0.61
H 26.95886 6.50737 17.12891 0.30
H 25.19139 6.56759 17.47155 0.00
H 26.08026 5.17538 18.08615 0.01
H 25.12579 4.56968 16.16640 0.09
C 19.64166 8.20687 18.74884 -0.28
O 20.61822 8.95270 19.46164 -0.56
H 19.25048 7.55531 19.53022 0.28
H 18.74596 8.75288 18.45271 0.23
H 20.02959 7.62687 17.91146 -0.13
H 20.23721 9.14025 20.32260 0.32
C 16.78485 -2.30468 14.69698 -0.46
O 15.81511 -2.42196 15.76517 -0.46
H 16.46481 -1.67792 13.86460 0.40
H 17.81341 -2.06198 14.96393 -0.11
H 16.87382 -3.25862 14.17718 0.36
H 14.96399 -2.39350 15.32201 0.25
C 17.35022 3.09998 14.70055 -0.92
O 18.35833 3.87394 14.12462 -0.38
H 17.23444 2.11690 14.24423 0.33
H 17.52981 2.99424 15.77045 0.11
H 16.35927 3.54875 14.63182 0.42
H 17.98576 4.43044 13.43680 0.09
C 21.18467 1.82528 17.08675 1.37
O 20.96055 1.45420 15.79502 0.65
H 20.46736 1.45354 17.81845 -0.84
H 22.03856 1.36426 17.58316 0.04
H 21.25086 2.91046 17.16494 -0.61
H 20.71924 0.52511 15.78208 -0.72
C 25.22869 2.32382 17.03480 0.08
O 24.09511 3.01078 16.45434 1.44
H 26.13826 2.46526 16.45103 0.47
H 25.46671 2.78655 17.99257 -0.07
H 25.12942 1.24157 17.11832 -0.66
H 23.89714 2.60436 15.60744 -0.64
C 24.44445 2.87501 13.13828 -1.03
O 23.52709 2.19737 13.97381 0.87
H 24.25290 3.94799 13.14912 -0.11
H 25.42013 2.80890 13.61972 0.21
H 24.64932 2.50504 12.13367 0.33
H 22.65726 2.15657 13.56967 -1.13
C 27.10172 -0.17965 15.22140 -0.29
O 27.76482 -0.04004 16.45143 -0.53
H 27.19042 0.73948 14.64223 0.29
H 27.32485 -1.07034 14.63405 0.44
H 26.03315 -0.32097 15.38350 -0.14
H 27.56351 -0.75950 17.05429 0.33
C 23.84187 -1.58932 14.12978 -2.27
C 23.02486 -2.23851 13.02189 1.83
C 22.49647 -3.54390 13.74225 -0.77
C 21.28522 -4.22910 13.19524 -1.32
C 20.22962 -3.20659 12.84613 -0.71
C 20.60191 -1.90045 12.15616 1.67
N 21.88117 -1.37229 12.72448 0.36
O 22.14518 -0.08256 12.33238 0.60
C 20.89774 -2.22020 10.64389 -1.46
C 19.49089 -0.91133 12.26398 -0.55
C 23.93137 -2.57085 11.82411 -1.77
H 23.19456 -1.19000 14.91057 -0.09
H 24.41913 -0.71630 13.82530 0.51
H 24.52051 -2.27979 14.63058 0.68
H 23.28900 -4.28923 13.80904 0.61
H 22.19623 -3.29574 14.76027 -0.44
H 20.91397 -5.04729 13.81235 0.55
H 21.58909 -4.78679 12.30938 0.53
H 19.50262 -3.13447 13.65506 -0.36
H 19.65266 -3.75038 12.09813 0.62
H 21.48417 -3.13782 10.69050 0.45
H 19.98199 -2.33456 10.06387 0.55
H 21.57681 -1.46787 10.24269 -0.05
H 18.49544 -1.33735 12.13878 0.60
H 19.56745 -0.39520 13.22098 -0.35
H 19.63856 -0.18684 11.46309 -0.81
H 25.00004 -2.73117 11.96675 0.48
H 23.81730 -1.76698 11.09687 0.18
H 23.67397 -3.45009 11.23353 0.38
H 21.91278 0.49481 13.06329 -0.39
C 22.88722 8.11167 11.31235 -1.80
C 22.35642 7.18462 12.44877 2.10
C 23.43369 7.01436 13.56851 -0.49
C 23.61731 8.14339 14.50708 -1.35
C 22.29098 8.52647 15.10334 -0.42
C 21.12016 8.80743 14.13309 1.72
N 21.10093 7.71438 13.12474 1.03
O 20.03368 7.84864 12.25592 -0.66
C 19.80093 8.65929 15.03825 -1.93
C 21.22630 10.18000 13.59732 -1.75
C 21.97983 5.79338 11.86591 -2.03
H 23.56865 7.68063 10.57889 0.42
H 23.31607 9.05730 11.64396 0.30
H 22.01758 8.31726 10.68822 0.49
H 23.22553 6.09883 14.12220 -0.67
H 24.35122 6.78838 13.02521 0.60
H 24.07063 8.98314 13.98036 0.57
H 24.31601 7.94141 15.31894 0.33
H 22.44754 9.47768 15.61205 0.69
H 22.00290 7.82454 15.88591 -0.51
H 19.97977 9.33273 15.87646 0.44
H 18.89104 8.87585 14.47853 0.42
H 19.74413 7.63271 15.40021 0.04
H 22.03357 10.29025 12.87325 0.33
H 20.35368 10.46796 13.01106 0.41
H 21.45795 10.97255 14.30887 0.37
H 22.83482 5.52825 11.24399 0.60
H 21.13860 5.83485 11.17402 0.74
H 21.79374 5.02162 12.61280 -0.45
H 19.48162 7.11121 12.52617 0.29
C 26.00649 -5.03984 19.97185 -1.97
C 24.71857 -4.22959 20.23138 1.95
C 24.87928 -3.63429 21.60805 -1.60
C 23.93538 -2.44715 21.92115 -0.94
C 24.01814 -1.36793 20.80810 -1.16
C 23.74025 -1.93050 19.38062 3.91
N 24.56623 -3.14802 19.20856 -0.01
O 24.41340 -3.68410 17.96358 -0.38
C 22.22779 -2.17232 19.24802 -0.33
C 24.14919 -0.89520 18.33846 -2.75
C 23.48505 -5.17735 20.39056 -1.81
H 26.67405 -4.39777 19.39721 0.40
H 25.69165 -5.90968 19.39534 0.40
H 26.46389 -5.37179 20.90389 0.39
H 24.76370 -4.39379 22.38130 0.53
H 25.84462 -3.12856 21.58664 0.44
H 24.34657 -1.96317 22.80703 0.47
H 22.89670 -2.72143 22.10560 0.26
H 24.97499 -0.84708 20.84353 0.82
H 23.31721 -0.54129 20.92412 -0.71
H 21.98445 -2.89425 18.46847 -0.14
H 21.77819 -2.58943 20.14913 -0.03
H 21.62219 -1.28981 19.04182 -0.10
H 24.20668 -1.26370 17.31425 0.28
H 23.62472 0.06022 18.35266 -0.40
H 25.18615 -0.61617 18.52542 0.72
H 23.85328 -6.03276 20.95693 0.54
H 23.23549 -5.53382 19.39118 0.44
H 22.63582 -4.71901 20.89735 0.21
H 23.49212 -3.95133 18.00148 0.37
C 15.13280 -3.88278 19.62351 -2.09
C 16.00177 -2.83520 20.34780 1.78
C 17.18733 -3.64084 21.02362 -1.54
C 18.43484 -2.80746 21.45423 -1.04
C 18.93655 -2.03058 20.23003 -0.08
C 17.79894 -1.14945 19.58400 1.99
N 16.59166 -1.99621 19.28475 0.78
O 15.66021 -1.37811 18.48546 -0.50
C 17.56434 0.10740 20.46731 -0.82
C 18.43977 -0.74018 18.26370 -1.59
C 15.17852 -1.95623 21.40538 -1.69
H 15.69540 -4.30260 18.78965 0.39
H 14.18821 -3.40820 19.35774 0.42
H 14.92354 -4.68774 20.32804 0.52
H 16.78554 -3.96986 21.98196 0.58
H 17.47135 -4.54355 20.48274 0.35
H 19.25334 -3.43454 21.80768 0.44
H 18.26905 -2.11564 22.28007 0.38
H 19.36646 -2.71355 19.49734 -0.05
H 19.69446 -1.29887 20.50981 -0.69
H 16.89682 0.74212 19.88452 0.28
H 17.18200 -0.06322 21.47369 0.42
H 18.44073 0.74156 20.60109 -0.33
H 18.66009 -1.57498 17.59837 0.44
H 17.74317 -0.05192 17.78501 0.93
H 19.40560 -0.25077 18.38919 -0.96
H 14.39758 -2.46649 21.96918 0.43
H 14.75937 -1.07514 20.91948 0.27
H 15.83443 -1.65861 22.22348 0.36
H 15.59349 -1.94688 17.71497 0.41
C 18.18110 3.29741 8.13126 -1.66
C 18.90165 2.01772 8.58287 1.53
C 19.11780 1.07432 7.39320 -1.23
C 20.39096 1.41843 6.56852 -0.82
C 21.69130 1.53344 7.47362 -0.98
C 21.43948 2.49534 8.67821 1.76
N 20.18361 2.14845 9.38753 0.65
O 19.99593 3.03128 10.44197 -0.08
C 22.59920 2.22501 9.67915 -1.68
C 21.50996 4.00010 8.13971 -1.61
C 17.87785 1.19381 9.42072 -1.84
H 18.00556 4.05730 8.89274 0.20
H 17.29010 3.13133 7.52575 0.47
H 18.78073 3.85049 7.40832 0.38
H 19.15451 0.00934 7.62251 0.42
H 18.29596 1.16168 6.68253 0.40
H 20.18304 2.34866 6.03980 0.36
H 20.59569 0.66050 5.81239 0.45
H 22.47733 1.90893 6.81844 0.36
H 22.03978 0.58679 7.88655 0.32
H 23.58772 2.57508 9.38185 0.49
H 22.41004 2.72471 10.62921 -0.17
H 22.71272 1.21314 10.06817 0.01
H 20.93278 4.06155 7.21711 0.37
H 21.16510 4.67433 8.92366 0.10
H 22.48784 4.34616 7.80490 0.47
H 16.94684 1.04893 8.87271 0.48
H 17.52012 1.80223 10.25136 0.35
H 18.33364 0.28199 9.80664 0.29
H 20.27806 2.51451 11.20022 -0.07
C 17.10121 5.20406 19.90179 -1.64
C 16.87536 4.37671 18.60071 2.72
C 15.52446 3.62164 18.63224 -1.56
C 14.29024 4.50989 18.27564 -1.12
C 14.54569 5.16718 16.91821 -1.00
C 15.80840 6.03964 16.97511 0.94
N 16.99954 5.24820 17.39603 -0.07
O 18.19952 5.80800 17.24449 1.33
C 15.92820 6.52392 15.55156 -1.54
C 15.48237 7.28717 17.78713 -1.46
C 17.98103 3.32870 18.62070 -1.31
H 17.80919 6.03087 19.84481 -0.35
H 17.44810 4.49643 20.65480 0.73
H 16.15205 5.53756 20.32128 0.39
H 15.46148 2.68291 18.08186 0.40
H 15.24232 3.36396 19.65307 0.49
H 14.12909 5.25136 19.05817 0.38
H 13.33326 3.98813 18.26778 0.51
H 13.69912 5.81011 16.67722 0.56
H 14.62984 4.34485 16.20773 0.13
H 16.13858 5.76056 14.80249 0.09
H 15.07700 7.03540 15.10217 0.46
H 16.81101 7.16322 15.54536 0.23
H 14.63226 7.75523 17.29082 0.49
H 15.29094 7.02086 18.82661 0.32
H 16.31610 7.98824 17.82588 0.10
H 17.81399 2.56063 17.86553 -0.23
H 17.88728 2.82525 19.58292 0.54
H 18.99736 3.72227 18.60467 -0.37
H 18.69681 5.15780 16.74295 -0.30
C 25.15780 4.00273 21.88902 -1.64
C 24.45188 2.73446 22.40006 1.60
C 23.71127 2.94192 23.71492 -1.09
C 22.26221 3.50944 23.61354 -0.95
C 21.39037 2.68893 22.57669 -1.41
C 22.13837 2.55205 21.21575 2.30
N 23.56409 2.13230 21.36042 0.64
O 24.17846 2.03662 20.19160 0.41
C 21.35752 1.41629 20.57097 -0.80
C 21.93075 3.89521 20.48188 -2.14
C 25.58944 1.68625 22.69354 -1.83
H 25.97482 3.72720 21.22218 0.28
H 24.43007 4.71837 21.50643 0.31
H 25.56196 4.55517 22.73729 0.49
H 23.71479 2.10982 24.41898 0.39
H 24.20570 3.78291 24.20110 0.35
H 21.67029 3.55282 24.52779 0.51
H 22.22899 4.58276 23.42651 0.36
H 20.44606 3.22374 22.47492 0.37
H 21.22542 1.69599 22.99499 0.50
H 21.36893 0.49707 21.15664 0.87
H 21.74931 1.14339 19.59111 -1.29
H 20.32430 1.71586 20.39544 0.14
H 22.33319 3.83406 19.47074 0.16
H 22.33104 4.79384 20.95129 0.40
H 20.87612 4.03089 20.24223 0.22
H 26.33207 1.65060 21.89646 0.36
H 26.14259 2.06912 23.55118 0.51
H 25.32315 0.64362 22.86711 0.11
H 24.22029 2.94679 19.88921 -0.03
O 20.45549 -3.74790 16.46996 -0.57
H 20.88850 -4.51732 16.10019 0.21
H 19.93417 -4.09142 17.19553 0.13
O 20.43548 -1.11688 15.66048 1.94
H 20.47799 -1.90277 16.20526 -0.65
H 20.58379 -1.43410 14.76963 -0.87
O 23.06442 7.57972 18.69146 -0.76
H 22.39760 8.19152 18.37954 0.28
H 23.00785 6.83645 18.09098 0.08
O 20.74531 5.34769 15.13603 2.97
H 20.81325 6.14195 14.60615 -0.56
H 20.15214 4.78054 14.64336 -1.15
O 20.78045 2.71539 13.19315 2.97
H 20.67228 2.40398 14.09179 -1.02
H 19.94471 3.13099 12.98095 -0.07
O 22.43188 5.31429 17.14864 1.24
H 21.60706 5.42003 16.67459 -0.90
H 22.86407 4.57740 16.71687 -0.52
```

Calculated values
frontier orbital gap = 0.290 Eh
total charge = 0

Here is a cluster of 2 separate species, C6H10O in total from the Open Molecules 2025 dataset. Energies are from ωB97M-V/def2-TZVPD.

Geometry as XYZ:
```
17
Properties=species:S:1:pos:R:3:mulliken_charge:R:1
C 2.13003 0.20478 0.32526 -1.41
C 0.64276 -0.00640 0.35562 0.85
C -0.31078 0.89708 0.05052 0.20
O -0.18056 2.18260 -0.36238 -0.57
C -1.68353 0.32058 0.21628 -0.46
C -1.38531 -1.09518 0.62947 -0.73
C -0.05364 -1.25158 0.71311 -0.63
H 2.44294 1.01848 0.99353 0.33
H 2.49498 0.44351 -0.68308 0.33
H 2.65704 -0.69711 0.65115 0.35
H 0.76166 2.38069 -0.44816 0.32
H -2.26456 0.38762 -0.71209 0.32
H -2.24381 0.86611 0.98727 0.32
H -2.14621 -1.83900 0.83524 0.38
H 0.46372 -2.16340 0.99929 0.39
H -0.80868 -1.13373 -2.12907 -0.02
H -0.51604 -0.51505 -2.42197 0.02
```

Calculated values
relative energy (zero: lowest compared OMol25 entry of this formula, charge and spin) = 30.72 kcal/mol
frontier orbital gap = 0.313 Eh
total charge = 0
SMILES = CC1=C(O)CC=C1.[H][H]

What did we get for energy? Answer: -129913.1892, -8429.9080 eV, in the order shown.